No. 1
70
Properties=species:S:1:pos:R:3:mulliken_spin:R:1 method="wB97M-V/def2-TZVPD" spin_multiplicity=3 orbital_gap_ev="7.622 / 5.654" charge=0 de_lowest_kj_mol=0.0 e_lumo_ev="0.22 / -1.88"
Ti 1.081 0.356 0.126 1.003
C 0.552 -5.062 -0.472 -0.001
N 0.521 -3.620 -0.652 0.001
C -0.250 -3.152 -1.791 -0.004
C 0.891 -2.759 0.335 -0.007
N 0.225 -1.630 0.578 -0.036
C -1.179 -1.666 0.707 0.016
C -1.895 -2.806 1.068 0.001
C -3.269 -2.761 1.263 0.000
C -3.941 -1.555 1.139 -0.001
C -3.232 -0.403 0.829 0.002
C -1.858 -0.442 0.595 0.029
N -1.075 0.706 0.374 -0.004
C -1.642 1.785 -0.180 -0.009
N -1.418 3.002 0.339 -0.007
C -1.219 3.180 1.774 0.003
C -1.302 4.202 -0.477 0.000
N -2.396 1.714 -1.302 -0.001
C -2.334 0.562 -2.187 0.007
C -3.514 2.615 -1.537 0.000
N 1.973 -3.070 1.059 -0.014
C 3.061 -3.891 0.548 -0.001
C 2.216 -2.479 2.375 0.009
H -0.464 -5.457 -0.575 0.000
H 0.917 -5.312 0.520 0.000
H 1.187 -5.550 -1.215 0.000
H -1.319 -3.339 -1.664 0.000
H 0.096 -3.679 -2.682 0.000
H -0.086 -2.085 -1.929 0.005
H -1.367 -3.740 1.223 0.000
H -3.803 -3.660 1.540 0.000
H -5.007 -1.501 1.316 0.000
H -3.751 0.548 0.793 0.001
H -2.135 3.566 2.230 0.000
H -0.949 2.236 2.235 -0.001
H -0.424 3.900 1.946 0.000
H -1.310 3.934 -1.530 0.000
H -0.348 4.685 -0.253 -0.001
H -2.113 4.908 -0.281 0.000
H -1.384 0.050 -2.059 0.002
H -2.408 0.912 -3.218 0.000
H -3.152 -0.135 -1.990 0.000
H -3.674 3.250 -0.670 0.000
H -4.415 2.020 -1.703 0.000
H -3.352 3.247 -2.413 0.000
H 3.114 -4.849 1.070 0.000
H 3.996 -3.353 0.695 0.003
H 2.935 -4.066 -0.517 -0.001
H 1.402 -1.820 2.651 -0.001
H 3.134 -1.893 2.351 0.003
H 2.317 -3.279 3.111 0.001
O 2.923 5.209 3.421 0.000
C 2.575 4.262 2.777 0.001
C 2.182 4.258 1.298 0.004
O 2.091 5.223 0.569 -0.007
C 1.872 2.873 0.999 0.005
C 1.929 2.069 2.125 0.015
O 1.571 0.818 2.040 0.012
C 2.367 2.831 3.296 -0.005
O 2.512 2.462 4.434 0.010
O 1.473 2.363 -0.134 0.013
N 1.922 1.887 -2.840 0.084
C 1.750 0.575 -2.707 0.144
O 0.880 0.137 -1.882 -0.015
C 2.543 -0.339 -3.450 0.561
I 3.814 -0.296 -0.550 0.180
H 1.612 2.470 -2.059 -0.011
H 2.700 2.219 -3.386 -0.006
H 3.310 0.005 -4.128 -0.011
H 2.345 -1.390 -3.317 0.026

No. 2
61
Properties=species:S:1:pos:R:3:mulliken_charge:R:1 method="wB97M-V/def2-TZVPD" orbital_gap_ev="6.286 / 6.374" charge=0 de_lowest_kj_mol=75.3 e_lumo_ev="-0.96 / -0.85"
O -0.495 1.057 -2.455 -0.172
C 0.494 0.222 -3.138 -0.501
C 0.114 0.812 -4.492 -0.171
H 0.246 -0.838 -3.007 0.015
H 1.516 0.422 -2.825 0.324
C -1.054 1.464 -3.728 1.383
H -0.165 0.058 -5.218 -0.201
H 0.838 1.529 -4.900 0.376
C -2.370 0.774 -4.014 -1.446
H -2.201 -0.285 -4.247 0.362
H -2.847 1.238 -4.886 0.437
H -3.063 0.838 -3.167 0.239
C -1.172 2.967 -3.793 -1.810
H -0.178 3.426 -3.715 0.396
H -1.814 3.325 -2.973 0.337
H -1.619 3.262 -4.752 0.428
In 1.642 -3.023 -0.503 0.701
C 1.218 1.614 1.381 -0.616
C 2.214 0.646 1.082 -0.446
C 2.505 0.720 -0.305 -0.877
H 2.676 -0.032 1.795 0.595
C 1.712 1.772 -0.859 -0.337
C 0.882 2.292 0.174 -0.554
H 0.117 3.051 0.050 0.425
H 0.780 1.792 2.356 0.464
H 3.223 0.101 -0.842 0.544
H 1.759 2.151 -1.868 0.829
C -1.841 -0.483 1.714 -0.312
C -2.272 0.676 1.021 -1.209
C -2.211 0.395 -0.374 0.094
H -2.584 1.625 1.468 0.392
C -1.706 -0.927 -0.543 -0.441
C -1.499 -1.472 0.747 -0.793
H -1.142 -2.477 0.940 0.767
H -1.790 -0.601 2.791 0.471
H -2.495 1.082 -1.152 0.334
H -1.506 -1.456 -1.474 0.635
O 0.755 -1.488 -6.313 -0.313
C 0.194 -0.651 -7.375 -0.322
C 0.561 -1.220 -8.759 -0.538
H 0.606 0.377 -7.277 0.254
H -0.905 -0.576 -7.238 0.277
C 1.585 -2.336 -8.446 -0.478
H 0.985 -0.432 -9.387 0.281
H -0.335 -1.619 -9.250 0.241
C 1.505 -2.554 -6.923 -0.521
H 2.585 -1.994 -8.730 0.250
H 1.348 -3.236 -9.012 0.287
H 2.504 -2.569 -6.467 0.264
H 0.999 -3.509 -6.709 0.278
O 0.711 -0.604 3.056 -0.541
C 0.984 -1.804 3.003 0.039
C 1.089 -2.719 4.210 -0.372
C 1.249 -4.107 3.634 -0.560
C 1.376 -3.847 2.152 0.650
O 1.611 -4.676 1.235 -0.796
N 1.219 -2.540 1.842 -0.051
H 1.953 -2.438 4.826 0.220
H 0.182 -2.627 4.820 0.231
H 2.123 -4.634 4.040 0.304
H 0.359 -4.710 3.846 0.255

No. 3
63
Properties=species:S:1:pos:R:3:mulliken_spin:R:1 method="wB97M-V/def2-TZVPD" spin_multiplicity=2 orbital_gap_ev="5.793 / 5.367" charge=+3 e_lumo_ev="-11.65 / -12.08"
Mn 0.456 -0.659 0.088 0.918
C -0.591 0.095 2.803 -0.003
N 0.551 -0.642 2.193 0.014
C 1.801 -0.069 2.760 0.006
C 0.436 -2.073 2.556 -0.025
C -0.570 -2.704 1.646 0.071
C -1.230 -3.883 1.907 0.002
C -2.216 -4.313 1.019 0.074
C -2.563 -3.562 -0.126 0.026
C -1.904 -2.396 -0.404 -0.012
C -0.818 -2.015 0.416 0.035
H -0.557 -0.020 3.888 0.000
H -1.536 -0.297 2.431 0.002
H -0.509 1.151 2.561 -0.002
H 1.764 -0.114 3.850 0.000
H 1.892 0.973 2.456 -0.001
H 2.664 -0.627 2.409 -0.001
H 0.163 -2.184 3.609 0.001
H 1.413 -2.543 2.433 0.001
H -1.034 -4.453 2.806 0.001
H -2.767 -5.220 1.235 -0.001
H -3.369 -3.912 -0.757 0.002
H -2.191 -1.786 -1.248 -0.005
C -1.133 -1.137 -3.631 0.004
Te 0.736 -1.073 -2.630 -0.051
C 1.243 0.835 -3.406 0.001
H -0.897 -0.994 -4.683 -0.002
H -1.796 -0.347 -3.286 -0.001
H -1.575 -2.119 -3.494 0.000
H 0.452 1.544 -3.178 0.000
H 1.354 0.717 -4.481 -0.003
H 2.187 1.143 -2.967 0.001
N 4.200 -2.515 -0.018 0.014
C 2.888 -2.692 0.136 0.016
N 2.229 -1.546 0.069 -0.026
C 3.203 -0.551 -0.141 -0.019
C 3.068 0.834 -0.253 0.011
C 4.228 1.560 -0.445 0.003
C 5.484 0.930 -0.520 -0.001
C 5.625 -0.436 -0.396 0.003
C 4.451 -1.159 -0.201 -0.006
H 4.884 -3.261 -0.017 -0.001
H 2.442 -3.666 0.266 -0.001
H 2.116 1.359 -0.182 0.006
H 4.178 2.636 -0.533 0.000
H 6.365 1.539 -0.670 0.000
H 6.595 -0.912 -0.442 0.000
N -0.800 0.791 -0.042 -0.063
C -1.537 1.701 -0.100 0.022
N -2.333 2.691 -0.161 -0.012
C -2.462 3.541 -1.386 0.003
C -3.941 3.727 -1.677 0.000
O -4.593 4.257 -0.548 0.000
C -4.580 3.358 0.536 -0.001
C -3.156 3.123 1.013 0.002
H -1.936 3.055 -2.206 -0.001
H -1.988 4.497 -1.160 0.000
H -4.399 2.775 -1.975 0.000
H -4.063 4.441 -2.490 0.000
H -5.054 2.409 0.257 0.000
H -5.154 3.813 1.341 0.000
H -3.109 2.346 1.775 -0.001
H -2.712 4.042 1.395 0.000

No. 4
59
Properties=species:S:1:pos:R:3:mulliken_charge:R:1 method="wB97M-V/def2-TZVPD" orbital_gap_ev=8.215 charge=0 de_lowest_kj_mol=194.1 smiles="COc1cccc(N2CCN(CC(=O)[C@]34C[C@H]5C[C@H](C[C@H](C5)C3)C4)CC2)c1" e_lumo_ev=0.61
C -8.130 1.668 -1.278 -0.865
O -6.824 1.183 -1.461 -0.402
C -6.161 0.679 -0.377 0.427
C -6.674 0.626 0.914 -0.489
C -5.890 0.081 1.917 -0.965
C -4.622 -0.399 1.666 -0.662
C -4.092 -0.354 0.370 0.499
N -2.849 -0.884 0.056 0.254
C -1.940 -0.145 -0.797 -0.356
C -1.011 -1.117 -1.534 -0.972
N -0.275 -1.983 -0.633 0.221
C 0.844 -1.358 0.032 -0.716
C 1.988 -1.074 -0.928 -1.191
O 1.958 -1.412 -2.084 -0.604
C 3.164 -0.276 -0.364 2.637
C 3.444 -0.523 1.121 -1.393
C 4.622 0.344 1.572 0.244
C 5.868 -0.002 0.760 -1.468
C 5.591 0.257 -0.719 0.486
C 5.245 1.730 -0.927 -1.468
C 4.001 2.075 -0.110 0.483
C 4.275 1.818 1.371 -1.393
C 2.827 1.212 -0.571 -1.429
C 4.423 -0.612 -1.175 -1.736
C -1.204 -2.656 0.249 -1.304
C -2.139 -1.703 1.012 -0.627
C -4.888 0.188 -0.638 -0.206
H -8.804 0.885 -0.916 0.355
H -8.152 2.515 -0.584 0.344
H -8.461 2.001 -2.261 0.243
H -7.658 0.996 1.149 0.399
H -6.279 0.042 2.925 0.354
H -4.041 -0.789 2.486 0.384
H -2.500 0.444 -1.520 0.465
H -1.340 0.556 -0.190 0.072
H -0.305 -0.570 -2.158 0.422
H -1.613 -1.762 -2.180 0.330
H 0.591 -0.418 0.552 0.195
H 1.223 -2.057 0.784 0.482
H 3.680 -1.578 1.282 0.502
H 2.573 -0.272 1.728 0.448
H 4.815 0.157 2.635 0.262
H 6.711 0.606 1.096 0.512
H 6.132 -1.052 0.912 0.471
H 6.479 0.004 -1.308 0.246
H 6.081 2.359 -0.613 0.510
H 5.060 1.923 -1.986 0.501
H 3.746 3.130 -0.258 0.262
H 3.395 2.079 1.964 0.494
H 5.103 2.445 1.709 0.518
H 1.931 1.476 -0.004 0.439
H 2.621 1.393 -1.629 0.534
H 4.665 -1.668 -1.042 0.521
H 4.219 -0.451 -2.235 0.441
H -0.648 -3.275 0.957 0.452
H -1.819 -3.312 -0.375 0.459
H -2.854 -2.303 1.575 0.622
H -1.555 -1.091 1.722 0.266
H -4.548 0.222 -1.661 0.494